A molecular structure, C20H20BN10NiS2 in a non-equilibrium geometry. Source: the Open Molecules 2025 dataset; level of theory: the ωB97M-V functional and the def2-TZVPD basis.

energy relative to the best compared isomer or geometry (same formula, charge and spin)	0.0	kJ/mol
Kohn-Sham gap (spin up / spin down)	0.31917 / 0.18310	Eh
E_HOMO (spin up / spin down)	-9.008 / -8.690	eV
expectation value of S²	3.79
DFT total energy	-3651.3403	Ha
E_LUMO (spin up / spin down)	-0.0119 / -0.1363	hartree

```
! wB97M-V def2-TZVPD RIJCOSX def2/J DEFGRID3
* xyz 0 4
H 1.84618 1.01983 -4.28535
S -0.06055 -3.70276 -0.69387
C 1.74444 -1.79276 -3.29944
C 1.69828 -5.16417 0.82132
C 0.91112 1.66571 -2.39688
H -2.23221 4.92413 -3.06852
N -1.42510 -0.76334 0.27470
C -1.18151 5.00631 0.14088
N 3.92576 -5.47211 2.07154
H 1.50337 -2.29359 2.82023
C 0.72563 -6.19284 0.91661
H -1.29392 6.00918 0.51778
N -1.44300 0.58729 0.24410
N -0.07378 -7.01830 0.98780
H 1.91570 -1.69100 -4.36888
H -2.94107 -3.12072 -0.36933
S 2.54832 -2.69855 0.04462
H 2.13078 -1.42331 4.22389
C 1.43629 0.78607 -3.31783
C -0.48248 3.97249 0.70520
H -2.40264 -3.15030 1.30575
N 0.50334 0.96341 -1.33005
H -4.57242 -0.07226 0.80896
N 0.83606 1.14108 1.13001
N -1.37011 3.20298 -1.18205
C 2.19439 -1.51309 3.14062
N -0.59527 2.89479 -0.11129
C -2.59761 5.12842 -2.06275
H 2.67195 -2.13501 -2.83448
N 0.75707 -0.35096 -1.52889
C -3.04006 -2.62315 0.59587
C 2.23836 1.08555 2.83653
C 1.58251 1.90519 1.94419
C 2.93351 -5.33825 1.50264
B -0.16768 1.44326 -0.00982
H -2.62703 6.20507 -1.90664
C 1.42300 -4.00042 0.12944
H -3.61517 4.74135 -1.99537
H 0.98397 -2.55168 -3.13040
C -1.72309 4.46848 -1.04809
C -2.69468 1.02510 0.45367
H -4.07393 -2.71415 0.92219
H 0.79722 2.73235 -2.44788
H -2.93552 2.07434 0.46034
Ni 0.45874 -1.56862 0.04949
H 1.63827 2.97393 1.83344
C -2.66902 -1.18152 0.49754
H 2.91085 1.37931 3.62412
H 3.21053 -1.82124 2.88689
N 0.99521 -0.15634 1.46886
C 1.31985 -0.47984 -2.73187
C -3.51192 -0.06950 0.62386
H 0.05029 3.93784 1.63988
C 1.83877 -0.21366 2.49667
*
```

Results of the Löwdin charge analysis, in e, for atoms 1 through 2: H 0.104; S 0.700


A gas-phase ion, C4H10N3 (charge +1) in a non-equilibrium geometry. Source: the Open Molecules 2025 dataset; level of theory: the ωB97M-V functional and the def2-TZVPD basis.

energy relative to the best compared isomer or geometry (same formula, charge and spin)	287.2	kJ/mol
structure (SMILES)	C/N=C\N(C)C=[NH2+]
Kohn-Sham gap	0.37088	Eh
E_HOMO	-13.610	eV
DFT total energy	-322.3512	Ha
E_LUMO	-0.1293	hartree

```
! wB97M-V def2-TZVPD RIJCOSX def2/J DEFGRID3
* xyz 1 1
N -1.52750 -0.89850 0.45248
H -3.26284 -0.00152 0.06892
H 1.74697 -2.05329 0.41719
H 0.50190 2.18792 1.09628
H 3.18888 -1.44325 -0.49392
C -0.38867 -0.66023 0.90430
C 0.24286 1.57919 0.21518
H -1.89838 0.45041 -1.20534
N 0.56184 0.22367 0.17550
H 0.63769 2.34614 -0.54916
H -2.71506 -1.15228 -1.35959
H 2.43567 0.44834 -0.76127
H -0.83200 1.80015 0.02434
C -2.35649 -0.41344 -0.60160
N 2.31313 -1.29727 -0.03428
H -0.31931 -0.90868 1.92944
C 1.67130 -0.20738 -0.27848
*
```

Results of the Löwdin charge analysis, in e, for atoms 1 through 2: N 0.015; H 0.151


A molecular structure, C14H14F6N2O9S3Tm in a non-equilibrium geometry. Source: the Open Molecules 2025 dataset; level of theory: the ωB97M-V functional and the def2-TZVPD basis.

energy relative to the best compared isomer or geometry (same formula, charge and spin)	0.0	kJ/mol
Kohn-Sham gap (spin up / spin down)	0.27522 / 0.27526	Eh
E_HOMO (spin up / spin down)	-4.805 / -4.806	eV
expectation value of S²	2.00
DFT total energy	-4207.8131	Ha
E_LUMO (spin up / spin down)	0.0987 / 0.0987	hartree

```
! wB97M-V def2-TZVPD RIJCOSX def2/J DEFGRID3
* xyz -1 3
C 4.68935 -0.12179 -2.62361
H -2.34568 -2.69442 2.49108
O -0.18099 0.80496 1.07119
O 2.33801 -0.44312 -1.57639
O -0.55335 -2.08353 1.67483
S -0.21248 1.31132 -1.95599
C -2.62370 -1.96338 0.52018
C -1.75913 3.49450 -1.93391
C -1.27357 1.46959 1.29602
H -2.93114 5.26312 -2.13718
H -2.71439 -1.85919 -2.04427
C -2.97985 4.49208 -0.12538
F 2.53294 0.97757 2.66627
O 2.20733 -1.50251 0.94942
H 1.14888 -2.38167 2.76026
H -3.90502 -0.70199 -1.36754
H -2.40579 -0.10914 -2.15114
H -0.32976 -3.05790 3.48017
C 3.22751 0.85143 1.54555
H -2.12729 -0.92280 2.33947
O -2.15582 -0.90315 -0.29476
F 4.24176 -0.26631 -3.86759
O -0.41059 -4.83127 -1.80439
O 3.69518 -2.47466 -2.02481
S 3.62512 -1.14375 -1.52970
F 4.65032 1.15922 -2.29401
O -1.95004 1.33311 2.30527
C -2.84213 -0.89539 -1.54303
C -1.26374 2.46246 -1.11477
H -0.04214 -1.29404 3.51997
H -2.82021 3.43771 1.73440
Tm 0.45019 -0.63008 -0.26398
C -1.95355 -1.88950 1.85707
C -2.52293 3.48141 0.69521
C 0.09402 -2.20881 2.93461
C -0.19656 -3.68056 -1.58427
C -1.67086 2.47192 0.23537
O 4.28055 -1.37285 2.31844
F 4.38826 1.48733 1.67897
S 3.54343 -0.92563 1.18683
N 4.36981 -0.91883 -0.13991
F 5.94837 -0.54498 -2.56280
N -0.00473 -2.52623 -1.37310
H -2.41636 -2.92053 0.02793
H -1.46144 3.49369 -2.97482
H -3.70770 -1.86526 0.65935
C -2.58840 4.48900 -1.46017
F 2.54855 1.38815 0.53457
H -3.63019 5.26469 0.26505
*
```

Results of the Löwdin charge analysis, in e, for atoms 1 through 2: C -0.689; H 0.134